[1]
The molecule C5H5N3O2, computed with ωB97M-V/def2-TZVPD.

Geometry as XYZ:
```
15
Properties=species:S:1:pos:R:3:forces:R:3:nbo_charge:R:1
O -0.29982 4.40066 2.20208 0.5 -0.2 -0.1 -0.5068
C 0.49943 3.50947 2.26840 -0.6 0.0 0.4 0.5674
N 0.41219 2.35855 1.46799 0.0 0.2 0.3 -0.4214
C -0.56910 2.08709 0.54133 0.0 -0.2 0.0 0.2086
N -0.40768 0.90344 0.02947 0.4 0.3 -1.0 -0.4050
C 0.78515 0.42097 0.54246 0.4 0.3 1.7 -0.0198
C 1.25027 1.26222 1.51458 0.3 -0.1 -0.5 -0.0365
C 1.28387 -0.90971 0.20772 -1.2 -3.2 -4.5 0.4791
N 1.00983 -2.06063 0.60811 0.6 -1.4 -1.3 -0.5579
H 1.31669 3.45249 3.00965 0.0 0.1 -0.3 0.1360
H -1.35104 2.80411 0.30524 0.2 -0.3 0.2 0.2315
H 2.04622 1.16756 2.24587 -0.1 0.1 -0.4 0.2385
O 1.59547 -1.23274 -1.35127 -0.1 3.6 1.8 -0.8001
H 1.26606 -0.43334 -1.79740 0.2 -0.4 -0.6 0.4720
H 1.18462 -2.61691 -0.46623 -0.5 1.2 4.2 0.4145
```
Forces are in eV/Å.

Total charge   0
ΔE to the lowest compared entry with this formula, charge and spin   2.249 eV
SMILES   [H]/N=C(\O)c1cn(C=O)cn1
Total energy   -13828.5907 eV

***

[2]
A structure of composition C26H24CsF6N6O6S4, computed with ωB97M-V/def2-TZVPD.

Geometry as XYZ:
```
73
Properties=species:S:1:pos:R:3:forces:R:3:lowdin_charge:R:1
Cs -0.28962 -0.96060 -1.48275 -0.3 -0.1 0.4 1.0058
S -0.65142 -2.25012 1.91436 0.0 -0.1 -0.1 0.4571
C -1.77981 -3.21683 1.07474 0.1 0.2 -0.1 -1.1986
N -2.53941 -2.85242 0.06587 0.1 0.0 0.0 -0.0600
C -3.34621 -3.88775 -0.37029 0.0 0.0 0.0 -0.3401
C -4.26436 -3.79739 -1.41833 0.0 0.0 0.0 -0.0326
C -5.01884 -4.90751 -1.75391 0.0 0.0 0.0 -0.1036
C -4.87357 -6.11097 -1.06145 0.0 0.0 0.0 -0.1149
C -3.96826 -6.21690 -0.01881 0.0 0.0 0.0 -0.1074
C -3.21060 -5.10365 0.32204 0.0 0.0 0.0 -0.4940
S -2.01257 -4.90260 1.55850 0.0 -0.1 0.1 0.9806
H -4.37844 -2.86423 -1.95621 0.0 0.0 0.0 0.1090
H -5.72947 -4.83941 -2.56794 0.0 0.0 0.0 0.0953
H -5.47150 -6.96888 -1.34166 0.0 0.0 0.0 0.0924
H -3.85334 -7.15003 0.51835 0.0 0.0 0.0 0.1002
F 3.43462 -1.84140 -2.86125 0.0 0.0 0.0 0.1179
C 3.45475 -2.01094 -4.18543 0.0 0.0 0.0 -0.6633
F 3.87723 -3.25480 -4.43446 0.0 0.0 0.0 0.1291
F 4.33568 -1.15656 -4.70789 0.0 0.0 0.0 0.1338
S 1.76448 -1.76936 -4.91797 0.2 0.2 -0.4 0.5704
O 0.89297 -2.29879 -3.90132 -0.2 0.1 0.2 -0.4134
O 1.82992 -2.43363 -6.18094 0.0 0.0 0.0 -0.2718
N 1.65816 -0.22006 -5.16516 0.0 -0.1 0.2 -0.2924
S 1.25466 0.81836 -4.05053 0.0 -0.1 -0.4 0.5184
O -0.16648 0.97990 -3.90343 0.1 0.0 0.1 -0.3574
O 2.03663 0.73878 -2.84001 0.0 0.0 0.1 -0.3564
C 1.83094 2.34447 -4.90737 0.0 0.1 0.1 -0.6810
F 1.01856 2.66828 -5.90776 0.0 0.0 -0.1 0.1454
F 1.83594 3.34572 -4.02305 0.0 0.0 0.0 0.1314
F 3.06579 2.20362 -5.38522 0.0 0.0 0.0 0.1373
N -2.72843 0.59342 3.21324 0.0 0.0 0.0 0.0051
C -3.60685 -0.26623 2.39587 0.0 0.0 0.0 -0.2626
C -4.03930 0.41166 1.10330 0.0 0.0 0.0 -0.2837
N -4.83864 -0.45818 0.24763 0.0 0.0 0.0 0.0055
H -2.53965 0.12650 4.09471 0.0 0.0 0.0 0.0954
H -3.19812 1.46568 3.43640 0.0 0.0 0.0 0.0952
H -1.18659 0.92405 2.72020 0.0 0.0 0.0 0.0733
H -4.50355 -0.56641 2.95429 0.0 0.0 0.0 0.1103
H -3.03958 -1.16413 2.15771 0.0 0.0 0.0 0.0393
H -3.16575 0.74471 0.54173 0.1 0.0 0.1 0.0900
H -4.61661 1.31554 1.32955 0.0 0.0 0.0 0.1081
H -5.66964 -0.77537 0.73368 0.0 0.0 0.0 0.0597
H -4.28778 -1.28479 0.03154 0.0 0.0 0.0 0.0232
O -0.67691 3.22281 -1.41282 0.0 -0.1 -0.1 0.0873
C -0.19031 2.84267 -0.38107 -0.2 -0.2 0.0 -0.5301
N 1.08923 3.16230 0.06091 0.0 0.1 0.0 0.1545
C 1.42016 2.38454 1.24489 0.0 0.0 -0.2 -0.2748
C 0.02326 1.82279 1.52030 0.0 -0.1 0.0 -0.3641
O -0.19676 1.20355 2.63860 0.0 0.0 -0.1 0.0890
N -0.83605 2.02357 0.58519 0.1 0.3 -0.1 0.2227
C 1.89756 3.23544 2.41383 0.0 0.0 0.0 -0.1399
C 1.72002 4.61306 2.42188 0.0 0.0 0.0 -0.0208
C 2.11999 5.36370 3.51998 0.0 0.0 0.0 -0.0865
C 2.69430 4.74380 4.61888 0.0 0.0 0.0 -0.1012
C 2.86908 3.36675 4.61569 0.0 0.0 0.0 -0.0784
C 2.47506 2.61605 3.51909 0.0 0.0 0.0 -0.0179
C 2.41433 1.27906 0.89020 0.0 0.0 0.1 -0.1508
C 2.11263 -0.06860 1.02220 0.0 0.0 0.0 -0.0790
C 3.02632 -1.03455 0.61345 0.0 0.0 0.0 -0.0710
C 4.24600 -0.65807 0.07811 0.0 0.0 0.0 -0.0830
C 4.56080 0.69106 -0.03391 0.0 0.0 0.0 -0.0662
C 3.65417 1.65226 0.37672 0.0 0.0 0.0 -0.0275
H 1.77630 3.28775 -0.66731 0.0 0.0 0.0 0.1472
H 1.26884 5.09400 1.56453 0.0 0.0 0.0 0.1114
H 1.98015 6.43747 3.51280 0.0 0.0 0.0 0.0983
H 3.00638 5.32910 5.47478 0.0 0.0 0.0 0.0959
H 3.31561 2.87414 5.47032 0.0 0.0 0.0 0.1005
H 2.61257 1.54210 3.51930 0.0 0.0 0.0 0.1234
H 1.16357 -0.38329 1.43905 0.0 0.0 0.0 0.0228
H 2.76499 -2.08091 0.71888 0.0 0.0 0.0 0.1098
H 4.94789 -1.40880 -0.26041 0.0 0.0 0.0 0.1043
H 5.51300 0.99212 -0.45142 0.0 0.0 0.0 0.1046
H 3.91190 2.70339 0.29681 0.0 0.0 0.0 0.1235
```
Forces are in eV/Å.

Total charge   -1
ΔE to the lowest compared entry with this formula, charge and spin   0.013 eV
Total energy   -108777.1096 eV

***

We obtain strongest force on any atom values of 5.7 0.5 eV/Å for the records listed above, in that order.
We obtain gap between HOMO and LUMO values of 9.95 7.11 eV for the records listed above, in that order.